{"formula": "C34H50CrN3OP2S", "method": "ωB97M-V/def2-TZVPD", "symbols": ["C", "C", "C", "C", "C", "H", "H", "H", "N", "P", "P", "C", "H", "H", "C", "H", "C", "C", "C", "C", "C", "H", "H", "H", "C", "H", "H", "H", "C", "H", "H", "H", "C", "H", "H", "H", "C", "H", "H", "H", "C", "H", "H", "H", "C", "H", "H", "H", "C", "H", "H", "H", "C", "H", "H", "H", "C", "H", "H", "H", "C", "H", "H", "H", "C", "H", "H", "H", "Cr", "C", "O", "N", "C", "C", "C", "C", "C", "H", "C", "H", "C", "H", "H", "H", "S", "C", "C", "N", "C", "H", "H", "H"], "positions_angstrom": [[1.409793, -0.451474, -2.376599], [-0.902331, -0.861024, -2.324077], [1.529061, -1.014047, -3.639184], [-0.758742, -1.670239, -3.481382], [0.439558, -1.710840, -4.162600], [2.470393, -0.911324, -4.170038], [-1.654715, -2.134169, -3.890485], [0.553825, -2.247565, -5.098733], [0.261976, -0.439199, -1.669897], [2.642648, 0.350163, 0.011071], [-2.375856, 0.959062, -0.813607], [2.635446, 0.276628, -1.816303], [3.559974, -0.203125, -2.177203], [2.645489, 1.302873, -2.213986], [-2.186004, -0.349456, -1.996518], [-3.045403, -0.766780, -2.526723], [-3.561403, 0.502589, 0.683359], [-3.280203, 2.105799, -2.061190], [3.415343, -1.312359, 0.481153], [3.799064, 1.777727, 0.428108], [-2.739425, 0.544601, 1.975696], [-2.231674, 1.507167, 2.095710], [-3.410478, 0.412329, 2.836233], [-1.978806, -0.242053, 2.017801], [-4.680378, 1.539295, 0.832041], [-4.271582, 2.535474, 1.039189], [-5.341869, 1.588868, -0.039839], [-5.299492, 1.262192, 1.698747], [-4.142522, -0.899939, 0.495381], [-4.801763, -1.117717, 1.352864], [-4.749765, -0.996410, -0.414745], [-3.360474, -1.671409, 0.470436], [-3.392365, 3.511586, -1.460026], [-2.405995, 3.895467, -1.175177], [-3.809767, 4.178131, -2.226953], [-4.057162, 3.553759, -0.593116], [-2.423958, 2.192584, -3.333364], [-1.401711, 2.521906, -3.124021], [-2.384636, 1.232347, -3.860012], [-2.885646, 2.934213, -3.999582], [-4.665999, 1.532052, -2.446153], [-4.814522, 0.472118, -2.197819], [-5.482762, 2.110316, -1.995882], [-4.796985, 1.614897, -3.537293], [4.020272, 1.804228, 1.947454], [4.509003, 2.754825, 2.209616], [3.073292, 1.753782, 2.502633], [4.676787, 0.994555, 2.290359], [3.132930, 3.096019, 0.008393], [2.927291, 3.142452, -1.067893], [2.212930, 3.298609, 0.568690], [3.847890, 3.903071, 0.235460], [5.141421, 1.673949, -0.318339], [5.637891, 2.652364, -0.249312], [5.822493, 0.942620, 0.127816], [5.015029, 1.444283, -1.384789], [2.618458, -2.427648, -0.218389], [3.030012, -3.400638, 0.090866], [1.565045, -2.411653, 0.070915], [2.679406, -2.367194, -1.311689], [3.325702, -1.502684, 1.998771], [2.299826, -1.435630, 2.363152], [3.701328, -2.509443, 2.237326], [3.934418, -0.777740, 2.548348], [4.888909, -1.434391, 0.064074], [5.071996, -1.158943, -0.982835], [5.551953, -0.852858, 0.715943], [5.185857, -2.489013, 0.178534], [0.241730, 0.507473, 0.273129], [0.164775, 2.094086, -0.739981], [0.219575, 3.058273, -1.422806], [0.159638, -1.183401, 1.597492], [-0.056258, -2.251039, 2.110547], [-0.737214, -3.504162, 1.976766], [-0.846586, -4.455147, 3.005522], [-1.304108, -3.776109, 0.710598], [-1.467958, -5.683610, 2.746665], [-0.436791, -4.215969, 3.991449], [-1.904761, -5.004761, 0.452611], [-1.225723, -3.007719, -0.070915], [-1.976396, -5.968938, 1.464871], [-1.556079, -6.437002, 3.534569], [-2.314667, -5.194728, -0.546509], [-2.440581, -6.929735, 1.253152], [0.973500, 2.254892, 4.439508], [0.397984, 3.527663, 3.376765], [0.096426, 3.029017, 2.135925], [0.328637, 1.649400, 2.008566], [0.793904, 1.135313, 3.175047], [0.295229, 4.565761, 3.661467], [-0.311454, 3.601347, 1.305621], [0.968862, 0.081159, 3.339553]], "atomic_forces_ev_per_a": [[0.8, 0.1, -1.1], [-1.4, 1.3, 0.5], [0.7, 0.6, 1.0], [0.7, -0.6, -1.1], [-1.2, -0.2, 0.4], [-0.1, -0.2, 0.1], [0.2, 0.1, 0.1], [-0.2, 0.0, 0.1], [-0.5, 0.2, 0.3], [1.3, -0.3, 0.0], [-0.8, -0.1, -0.7], [0.1, -0.3, -0.2], [-0.4, 0.1, 0.0], [-0.1, -0.2, 0.2], [1.7, -1.5, 1.1], [0.3, 0.1, 0.1], [0.2, 0.2, -0.7], [-0.1, 0.0, 0.8], [0.3, 0.3, -0.1], [0.2, -0.5, -0.2], [0.0, 0.0, 0.0], [-0.1, -0.1, 0.0], [0.1, 0.0, -0.1], [-0.2, 0.1, 0.0], [-0.2, -0.1, 0.1], [-0.1, -0.2, 0.0], [0.2, 0.0, 0.3], [0.1, 0.0, -0.2], [-0.2, -0.1, 0.1], [0.2, 0.0, -0.2], [0.2, 0.1, 0.2], [-0.1, 0.2, -0.1], [-0.3, 0.2, -0.3], [-0.1, 0.0, 0.0], [0.1, 0.0, 0.2], [0.2, 0.0, -0.2], [0.1, 0.0, 0.0], [-0.1, -0.1, -0.1], [0.0, 0.3, 0.1], [0.1, -0.1, 0.1], [-0.2, 0.2, -0.4], [0.1, 0.3, 0.0], [0.2, -0.2, -0.1], [0.0, 0.0, 0.3], [0.2, 0.2, 0.0], [-0.1, -0.2, 0.0], [0.3, 0.0, -0.2], [-0.2, 0.3, -0.1], [0.1, 0.1, 0.0], [0.0, 0.0, 0.2], [0.2, -0.1, -0.1], [-0.3, -0.2, -0.1], [0.2, 0.3, 0.2], [0.0, -0.2, -0.1], [-0.2, 0.2, -0.2], [0.0, 0.1, 0.3], [0.0, -0.1, 0.0], [0.0, 0.2, -0.1], [0.1, 0.0, -0.2], [0.0, 0.0, 0.2], [0.2, -0.2, 0.2], [0.3, 0.0, -0.1], [-0.1, 0.2, 0.0], [-0.1, -0.2, -0.1], [0.1, -0.4, 0.1], [0.0, 0.0, 0.3], [-0.2, -0.2, -0.2], [0.0, 0.2, -0.1], [-0.8, -2.1, 0.9], [0.1, 5.8, -4.3], [-0.3, -3.9, 2.8], [-0.9, -4.7, 2.6], [-0.3, 4.9, -3.9], [-0.3, -1.4, 0.6], [0.0, -0.1, -0.1], [0.4, 0.4, -0.2], [0.0, 0.1, -0.3], [-0.2, -0.2, -0.3], [0.0, 0.2, 0.2], [-0.1, -0.4, 0.3], [0.2, 0.5, 0.3], [0.1, 0.4, -0.3], [0.2, 0.0, 0.5], [0.1, 0.2, 0.1], [-0.6, 0.8, -1.2], [0.0, -0.6, -0.4], [0.5, -1.0, 1.2], [0.5, 0.3, 2.4], [-1.0, 1.2, -1.4], [0.1, -0.2, 0.2], [0.2, -0.2, 0.2], [0.1, 0.2, -0.2]], "lowdin_charge": [-0.36, -0.35, -0.07, -0.05, -0.06, 0.11, 0.11, 0.11, -0.01, 1.08, 1.11, -0.26, 0.09, 0.10, -0.28, 0.07, -0.65, -0.66, -0.65, -0.66, -0.12, 0.06, 0.10, 0.04, -0.10, 0.07, 0.07, 0.09, -0.09, 0.09, 0.08, 0.06, -0.10, 0.07, 0.09, 0.05, -0.10, 0.06, 0.08, 0.09, -0.08, 0.06, 0.08, 0.09, -0.08, 0.10, 0.04, 0.07, -0.09, 0.08, 0.06, 0.10, -0.08, 0.09, 0.06, 0.08, -0.08, 0.10, 0.05, 0.08, -0.09, 0.02, 0.10, 0.06, -0.08, 0.08, 0.07, 0.10, 0.32, -0.22, 0.09, 0.12, -0.02, -0.21, -0.02, -0.02, -0.05, 0.12, -0.05, 0.11, -0.04, 0.12, 0.12, 0.12, 1.08, -0.32, -0.21, -0.14, -0.48, 0.08, 0.12, 0.06], "lumo_energy_ev": [-3.062, -3.399], "multiplicity": 5, "e_homo_ev": [-8.624, -8.656], "s_squared": 6.03, "total_energy_ev": -100415.044, "charge": 1, "orbital_gap_ev": [5.563, 5.257]}

---

{"formula": "C34H50F2N10O6P2PbS2", "method": "ωB97M-V/def2-TZVPD", "symbols": ["Pb", "C", "N", "C", "P", "O", "O", "P", "O", "N", "C", "C", "N", "C", "C", "N", "C", "C", "H", "H", "H", "H", "H", "H", "H", "H", "H", "H", "H", "H", "H", "H", "H", "H", "H", "H", "H", "H", "H", "H", "H", "H", "F", "C", "C", "C", "C", "C", "F", "C", "C", "C", "C", "C", "C", "N", "H", "H", "H", "H", "H", "H", "C", "N", "C", "C", "C", "N", "C", "C", "O", "H", "H", "H", "H", "H", "H", "H", "H", "H", "H", "H", "H", "N", "C", "C", "C", "C", "C", "C", "S", "O", "O", "N", "C", "S", "C", "C", "N", "H", "H", "H", "H", "H", "H", "H", "H"], "positions_angstrom": [[-0.033096, -0.090695, -0.535668], [-3.044770, 1.290710, 2.734517], [-3.771368, 0.391780, 1.834387], [-4.989009, -0.178782, 2.416093], [-3.694145, 0.687423, 0.213167], [-2.320626, 1.099542, -0.183447], [-4.153344, -0.715283, -0.407528], [-3.241755, -1.809786, -1.204397], [-1.848106, -1.802758, -0.680810], [-3.979475, -3.239041, -0.984754], [-3.563037, -4.127633, 0.103169], [-5.357167, -3.433865, -1.453063], [-3.485567, -1.419604, -2.783889], [-3.482822, -0.032659, -3.248805], [-2.872788, -2.351015, -3.747113], [-4.826851, 1.705626, -0.416803], [-6.249217, 1.338079, -0.433633], [-4.591823, 3.146952, -0.268853], [-2.772027, 0.738011, 3.635207], [-3.646253, 2.156071, 3.031505], [-2.133623, 1.638177, 2.248336], [-4.716326, -0.823088, 3.253816], [-5.512426, -0.783474, 1.677258], [-5.668521, 0.594621, 2.786224], [-2.576310, -3.836515, 0.458950], [-3.514936, -5.154211, -0.260121], [-4.274130, -4.085814, 0.932812], [-5.621384, -2.658115, -2.166865], [-6.058547, -3.404827, -0.614664], [-5.445376, -4.404227, -1.943885], [-3.965011, 0.619842, -2.526434], [-4.041654, 0.015337, -4.183107], [-2.468066, 0.336753, -3.437442], [-2.885924, -3.363400, -3.347381], [-1.838745, -2.075701, -3.977546], [-3.449318, -2.332754, -4.672133], [-6.358627, 0.263410, -0.557704], [-6.722531, 1.829636, -1.284340], [-6.766753, 1.651844, 0.477326], [-3.519868, 3.341916, -0.249719], [-5.045583, 3.547863, 0.642866], [-5.020557, 3.665074, -1.127124], [6.691308, 0.189108, 0.919753], [5.643761, 0.833763, 1.395482], [4.401896, 0.310114, 1.312074], [3.241162, 1.016109, 1.871221], [3.467410, 2.428366, 2.296543], [4.777990, 2.843738, 2.393935], [5.076483, 4.067171, 2.832223], [5.858928, 2.084092, 1.971865], [2.381267, 3.355162, 2.637191], [2.546892, 4.259794, 3.688413], [1.563557, 5.200743, 3.941956], [0.433795, 5.196784, 3.150591], [0.341083, 4.248231, 2.139187], [1.277886, 3.340788, 1.888726], [4.218392, -0.671458, 0.876894], [6.862221, 2.489476, 2.050966], [3.427992, 4.228728, 4.309616], [1.699213, 5.933848, 4.727048], [-0.367574, 5.906569, 3.306957], [-0.524280, 4.232154, 1.486846], [2.784134, 0.196916, 3.144628], [1.399296, 0.299882, 3.608084], [1.385870, 0.260151, 5.088881], [0.012937, -0.023330, 5.643700], [-0.475052, -1.287636, 4.985651], [-0.562035, -1.038126, 3.550355], [-1.493227, -1.868396, 2.786565], [0.371149, -0.346244, 2.893612], [0.242252, -0.313396, 1.633111], [3.436921, 0.538967, 3.946070], [2.418847, 0.894248, 1.169249], [2.974603, -0.849060, 2.951859], [1.737614, 1.231901, 5.439347], [2.076764, -0.513143, 5.438316], [-0.672188, 0.796702, 5.416148], [0.069123, -0.142395, 6.723942], [-1.463764, -1.572895, 5.338252], [0.216008, -2.111751, 5.167823], [-2.409623, -1.987530, 3.363147], [-1.053286, -2.852782, 2.607420], [-1.719884, -1.405798, 1.833662], [8.346469, -4.471651, 1.581438], [7.001901, -4.397061, 1.792501], [6.487461, -3.755751, 2.932578], [5.121953, -3.661497, 3.128377], [4.248854, -4.201232, 2.191686], [4.741558, -4.850428, 1.060780], [6.100996, -4.951204, 0.863819], [2.511275, -3.951931, 2.321449], [1.817229, -5.188249, 2.097976], [2.288026, -3.266376, 3.576982], [2.206209, -2.859389, 1.135948], [1.572673, -3.160541, 0.001293], [1.317230, -4.817844, -0.621613], [0.708551, -4.195814, -2.106107], [0.667980, -2.865842, -2.071261], [1.124735, -2.254022, -0.906438], [8.996308, -4.126090, 2.261674], [8.714277, -4.959058, 0.786631], [7.174608, -3.341774, 3.663401], [4.716208, -3.199338, 4.021693], [4.045338, -5.282163, 0.349393], [6.490609, -5.457935, -0.012197], [0.423930, -4.839340, -2.924439], [0.299496, -2.238380, -2.875004]], "atomic_forces_ev_per_a": [[-0.3, -1.0, -0.6], [0.0, -0.1, -0.1], [-0.1, 0.2, 0.0], [0.1, 0.0, 0.0], [0.0, 0.0, -0.1], [0.2, 0.1, 0.1], [0.2, 0.0, -0.2], [-0.8, -0.1, -0.4], [0.6, 0.5, 0.3], [0.1, 0.2, 0.1], [0.1, 0.0, 0.0], [0.1, -0.1, 0.0], [0.3, -0.1, 0.2], [0.0, 0.0, 0.0], [-0.1, 0.0, 0.0], [0.0, -0.1, 0.3], [0.1, 0.0, -0.1], [0.1, -0.1, -0.1], [0.0, 0.0, 0.0], [0.0, 0.0, 0.0], [0.0, 0.0, 0.0], [0.0, 0.0, 0.0], [0.0, 0.0, 0.0], [0.0, 0.0, 0.0], [0.0, -0.1, 0.0], [0.0, 0.0, 0.0], [0.0, 0.0, 0.0], [0.0, 0.0, 0.0], [0.0, 0.0, 0.0], [0.0, 0.0, 0.0], [0.0, 0.0, 0.0], [0.0, 0.0, 0.0], [0.0, 0.0, 0.0], [0.0, 0.0, 0.0], [0.0, 0.0, 0.0], [0.0, 0.0, 0.0], [0.0, 0.0, 0.0], [0.0, 0.0, 0.0], [0.0, 0.0, 0.0], [-0.1, 0.0, 0.0], [0.0, 0.0, 0.0], [0.0, 0.0, 0.0], [0.2, -0.2, -0.1], [0.0, -0.3, -0.1], [-0.4, -0.3, 0.1], [0.2, 0.8, -0.3], [-0.2, -0.4, -0.3], [0.3, 0.2, 0.0], [0.1, 0.0, 0.0], [-0.3, 0.2, 0.1], [-0.1, 0.3, 0.5], [0.1, 0.0, 0.2], [0.0, 0.0, 0.1], [-0.1, 0.0, 0.0], [0.0, -0.2, -0.2], [-0.2, -0.3, -0.4], [0.1, 0.0, 0.1], [0.0, 0.0, 0.0], [0.0, 0.0, 0.0], [-0.1, -0.1, 0.0], [0.0, 0.0, -0.1], [0.0, -0.1, 0.0], [-0.4, -0.5, 0.1], [-0.5, 0.0, -0.7], [-0.1, 0.2, 0.1], [0.0, 0.0, -0.1], [0.0, 0.0, 0.0], [0.1, 0.0, 0.1], [0.0, 0.0, 0.0], [-0.1, -0.6, 0.2], [1.4, 0.8, 0.7], [-0.2, -0.2, 0.2], [-0.3, 0.3, 0.0], [0.3, -0.4, -0.2], [0.1, 0.0, 0.0], [0.0, 0.0, -0.1], [0.0, 0.0, 0.1], [0.0, 0.0, 0.0], [0.0, 0.0, 0.0], [0.0, -0.2, 0.0], [0.0, 0.0, 0.0], [0.0, 0.0, 0.0], [-0.1, 0.0, 0.1], [0.0, 0.1, 0.0], [-0.2, 0.1, 0.1], [0.1, 0.0, -0.1], [-0.1, -0.1, 0.0], [-0.1, 0.1, -0.2], [0.0, 0.0, 0.1], [0.1, 0.0, 0.0], [0.3, 0.7, -0.4], [-0.1, -0.2, -0.2], [-0.1, 0.3, 0.1], [-0.6, 0.4, -0.2], [0.2, -0.6, -0.1], [0.1, 0.2, 0.4], [0.0, -0.2, -0.2], [0.0, 0.6, 0.1], [0.1, 0.2, 0.7], [0.0, -0.1, 0.0], [0.0, 0.0, 0.0], [-0.1, -0.1, 0.0], [0.1, 0.0, -0.1], [0.1, 0.0, 0.0], [0.0, 0.0, 0.0], [0.0, 0.0, 0.1], [0.1, 0.0, 0.0]], "lowdin_charge": [1.52, -0.08, -0.28, -0.08, 0.46, -0.43, -0.26, 0.50, -0.39, -0.29, -0.06, -0.07, -0.29, -0.07, -0.07, -0.30, -0.08, -0.08, 0.08, 0.09, 0.07, 0.09, 0.08, 0.09, 0.07, 0.10, 0.09, 0.08, 0.09, 0.10, 0.06, 0.10, 0.09, 0.09, 0.08, 0.10, 0.08, 0.10, 0.09, 0.07, 0.09, 0.09, 0.14, -0.24, 0.13, -0.17, 0.03, -0.18, 0.11, 0.21, -0.23, 0.02, -0.02, -0.02, -0.11, 0.14, 0.16, 0.17, 0.12, 0.13, 0.12, 0.11, -0.05, 0.02, -0.14, -0.14, -0.12, -0.05, 0.00, -0.39, -0.25, 0.14, 0.14, 0.11, 0.13, 0.14, 0.12, 0.13, 0.13, 0.14, 0.09, 0.12, 0.05, 0.12, -0.31, -0.03, -0.07, -0.31, -0.06, -0.02, 0.56, -0.34, -0.34, -0.12, -0.66, 1.06, -0.41, -0.33, -0.16, 0.10, 0.10, 0.11, 0.11, 0.09, 0.12, 0.07, 0.09], "lumo_energy_ev": -7.793, "e_homo_ev": -11.209, "total_energy_ev": -114177.860, "charge": 2, "orbital_gap_ev": 3.416}

---

- What is the formula in the first record?
  C34H50CrN3OP2S

---

- Which formula does entry 1 have?
  C34H50CrN3OP2S

---

- Number 1 is which compound?
  C34H50CrN3OP2S

---

- What is the formula in the second record?
  C34H50F2N10O6P2PbS2